(1)
{
  "formula": "C3H6O2S2",
  "method": "wB97M-V/def2-TZVPD",
  "species": ["O", "C", "O", "C", "C", "S", "S", "H", "H", "H", "H", "H", "H"],
  "xyz": [[-2.32116, 1.75620, -0.78433], [-1.99606, 0.72077, -1.32790], [-2.58817, 0.07227, -2.28127], [-0.68502, -0.17518, -1.06593], [-0.02191, 0.20899, 0.23038], [1.75855, -0.40787, 0.21794], [1.81771, -0.85372, 2.25475], [-2.83566, 0.53823, -3.09151], [-1.03020, -1.17126, -1.20930], [-0.05031, 0.21756, -1.88428], [-0.45720, -0.12811, 1.17282], [0.24956, 1.31574, 0.19915], [2.39615, 0.25802, 2.75572]],
  "forces_ev_per_a": [[0.3551, -1.3580, -1.0761], [2.5411, 0.8293, 2.5475], [-1.6233, -1.1302, -2.6284], [-1.2920, 3.2059, 0.4834], [2.1518, 1.2961, -0.5852], [-0.7739, -0.5082, 1.1546], [0.5341, -0.0779, -0.3215], [-0.4688, 0.4601, 0.5357], [0.3542, -0.8908, -0.0069], [-0.1698, -0.7762, 0.0970], [-0.1199, 0.2270, -0.3931], [-1.3771, -1.2550, 0.4150], [-0.1115, -0.0221, -0.2220]],
  "smiles": "O=C(O)CCSS",
  "e_tot_ha": -1064.746395,
  "e_lumo_ha": 0.01097,
  "relative_energy_kj_mol": 103.0,
  "e_homo_ev": -9.1
}

---

(2)
{
  "formula": "C6H9N",
  "method": "wB97M-V/def2-TZVPD",
  "species": ["C", "C", "C", "C", "C", "C", "N", "H", "H", "H", "H", "H", "H", "H", "H", "H"],
  "xyz": [[2.04780, 0.76217, -0.51216], [-0.68858, -0.59245, -0.95989], [0.94698, 1.44700, -0.57771], [-0.85138, -0.01048, 0.39703], [0.33128, 0.33068, -1.48995], [-0.53278, -0.61929, 1.59015], [1.61680, -0.37626, -1.18876], [3.15593, 0.93244, -0.16719], [-0.12683, -1.50267, -0.72551], [-1.59551, -0.70470, -1.62818], [0.65072, 2.31664, -0.13984], [-1.34924, 0.93361, 0.51501], [0.24284, 0.53321, -2.56664], [1.99366, -0.75777, -1.95667], [-0.35546, -1.60655, 1.65345], [-0.42588, -0.07875, 2.44570]],
  "forces_ev_per_a": [[4.9052, -0.3248, -0.0367], [-1.8679, -0.3824, 0.9057], [-1.1862, -0.7225, -1.7071], [-1.5412, -1.7922, 3.5813], [2.0018, 0.2993, -0.3382], [-1.2539, 2.5602, -4.6310], [-1.5348, 1.0916, 2.4216], [-2.4772, -0.3427, -0.3251], [-0.8035, -0.4083, -0.8614], [0.8380, 0.0634, 1.0668], [-0.9706, 2.1654, 0.8705], [0.3434, 0.7529, -0.3768], [0.0972, 0.3552, 0.3498], [2.5705, -1.5116, -3.1959], [1.1563, -3.3443, -0.0525], [-0.2769, 1.5406, 2.3288]],
  "e_tot_ha": -288.614849,
  "e_lumo_ha": 0.04243,
  "relative_energy_kj_mol": 439.0,
  "e_homo_ev": -8.1
}

---

(3)
{
  "formula": "C2H3O3",
  "method": "wB97M-V/def2-TZVPD",
  "species": ["O", "C", "H", "H", "O", "C", "O", "H"],
  "xyz": [[-0.58622, -1.72050, -1.59379], [-0.85618, -1.09269, -0.59717], [-0.24599, -1.11189, 0.30128], [-1.78087, -0.49764, -0.49462], [1.47166, 0.18007, 0.01771], [0.84726, 1.11318, 0.58203], [-0.36375, 1.17724, 0.86335], [1.51409, 1.95223, 0.92120]],
  "forces_ev_per_a": [[-0.1695, 0.1200, -0.1904], [-0.2778, -0.6357, 0.2408], [0.1127, -0.1682, 0.0584], [0.0265, 0.1697, -0.2708], [-0.0450, 0.5222, 0.0551], [0.7842, -0.6844, 0.0943], [-0.2226, 0.4117, 0.0136], [-0.2086, 0.2647, -0.0010]],
  "e_tot_ha": -303.758025,
  "e_lumo_ha": 0.16284,
  "relative_energy_kj_mol": 72.7,
  "charge": -1,
  "e_homo_ev": -4.1
}

---

(4)
{
  "formula": "C12H25CrN2OSe2",
  "method": "wB97M-V/def2-TZVPD",
  "species": ["Cr", "C", "Se", "C", "C", "Se", "C", "H", "H", "H", "H", "H", "H", "H", "H", "H", "H", "C", "C", "C", "O", "H", "H", "H", "H", "H", "H", "H", "C", "C", "C", "C", "N", "N", "C", "H", "H", "H", "H", "H", "H", "H", "H"],
  "xyz": [[0.01203, 0.37614, 0.39034], [-1.64360, 1.20458, 3.40374], [-0.44047, 2.25353, 2.13558], [1.33710, 2.18590, 2.97842], [1.93845, 0.81342, 3.15183], [2.40893, -0.01025, 1.38680], [2.27313, -1.91547, 2.05238], [-1.80176, 1.88675, 4.22525], [-1.11796, 0.24722, 3.62504], [-2.58672, 1.06286, 2.82599], [1.17453, 2.68264, 3.94679], [1.87344, 2.65549, 2.21563], [1.27716, 0.10821, 3.62680], [2.95244, 0.92650, 3.65538], [3.05054, -2.03997, 2.82457], [2.41852, -2.55662, 1.15831], [1.26096, -1.97025, 2.48266], [-0.95349, 2.86384, -2.84706], [-0.15640, 2.74561, -1.55513], [1.33009, 3.14454, -1.83201], [-0.19614, 1.32322, -1.28659], [-1.05260, 3.89617, -3.26973], [-1.96850, 2.46215, -2.67025], [-0.48168, 2.18336, -3.58115], [-0.44211, 3.30838, -0.62086], [1.75374, 2.44513, -2.60936], [1.89863, 3.02705, -0.92931], [1.34684, 4.16141, -2.20839], [-0.76471, -3.01560, -3.99583], [-0.79978, -2.57742, -2.57322], [-1.23164, -3.29209, -1.44896], [-1.12321, -2.51081, -0.29216], [-0.66692, -1.29740, -0.66414], [-0.36810, -1.37580, -2.04354], [-1.62674, -2.69718, 1.09411], [0.24837, -2.83568, -4.48476], [-1.55184, -2.64226, -4.63595], [-0.80522, -4.08592, -4.03778], [-1.50300, -4.32998, -1.49537], [0.08614, -0.54020, -2.34737], [-2.53519, -2.12966, 1.18705], [-0.93363, -2.36929, 1.88830], [-1.88965, -3.77222, 1.17396]],
  "forces_ev_per_a": [[-0.4560, 0.7939, -1.6687], [0.7529, 0.0356, -1.4178], [-0.7489, -0.6734, 0.1280], [-1.7276, -1.3082, 1.1389], [1.7178, 0.1043, -0.2532], [-0.3190, -0.8397, 0.8768], [0.0878, 0.8801, -0.2819], [-0.0310, -0.2964, 0.4126], [-0.7228, 0.8020, 0.1356], [0.8078, -0.0278, 0.5098], [0.7306, 0.1845, -0.5437], [1.1248, 1.6542, -0.5542], [0.0477, -0.2038, 0.4951], [-1.4824, -0.3342, -0.2305], [-0.3861, -0.1307, -0.5143], [-0.1502, 0.3270, 0.7998], [0.5565, -0.3838, -0.2384], [-0.9931, 0.6026, 0.0480], [1.6217, -1.1381, -0.1077], [-1.0885, -1.0959, -0.9450], [0.1368, 0.1332, 1.3801], [0.2435, -0.8308, 0.3793], [0.3570, 0.2931, -0.1345], [-0.1064, 0.5199, 0.2798], [-0.4881, -0.2470, -1.1851], [-0.4243, 0.7529, 0.7219], [0.4947, 0.1478, 0.4823], [0.3232, 0.2127, 0.0589], [2.1205, 0.1303, -0.5893], [0.6275, 1.2792, 2.0720], [0.0721, -0.6567, -0.4102], [0.2519, 1.7676, -1.5135], [1.2171, -1.0533, -1.5214], [-1.6553, -1.3607, 2.0445], [0.1320, -1.2165, -0.2192], [-1.2770, 0.3297, 0.6145], [-0.1568, 0.4081, 0.0828], [-0.3779, -0.6598, 0.2361], [-0.3509, -0.1052, 0.0516], [-0.0559, 0.6493, -0.9310], [-0.5057, 0.2175, 0.1915], [-0.1414, -0.3362, -0.3952], [0.2215, 0.6725, 0.5150]],
  "multiplicity": 5,
  "e_tot_ha": -6504.071564,
  "e_lumo_ha": [-0.11352, -0.11073],
  "relative_energy_kj_mol": 25.2,
  "charge": 1,
  "e_homo_ev": [-10.9, -11.8],
  "s_squared": 6.024
}

---

(5)
{
  "formula": "C24H41F3GdP2",
  "method": "wB97M-V/def2-TZVPD",
  "species": ["Gd", "C", "C", "C", "C", "C", "C", "H", "H", "H", "C", "H", "H", "H", "C", "H", "H", "H", "C", "H", "H", "H", "C", "H", "H", "H", "C", "C", "C", "C", "C", "C", "C", "C", "H", "H", "H", "H", "H", "H", "H", "H", "H", "H", "H", "H", "P", "C", "C", "P", "C", "C", "C", "H", "H", "H", "H", "H", "H", "H", "H", "H", "H", "H", "H", "H", "H", "F", "C", "F", "F"],
  "xyz": [[-1.17643, -1.22581, -2.31323], [1.67227, 1.12310, -0.23043], [0.45068, 1.78524, -0.53829], [0.16848, 0.63923, 1.43306], [1.48747, 0.39819, 0.97333], [-0.47493, 1.49334, 0.50320], [2.94335, 1.21089, -0.97787], [2.82968, 1.79887, -1.89395], [3.31414, 0.21168, -1.24483], [3.73282, 1.68971, -0.37807], [2.48149, -0.45439, 1.64953], [3.47570, -0.31404, 1.21362], [2.22375, -1.52150, 1.56666], [2.53752, -0.21685, 2.72022], [-0.42246, 0.09229, 2.66945], [0.34202, -0.05085, 3.44145], [-0.89902, -0.88191, 2.48739], [-1.18861, 0.76616, 3.06627], [-1.83679, 2.04861, 0.63133], [-1.81673, 3.11350, 0.91628], [-2.40629, 1.51275, 1.39847], [-2.40114, 1.97204, -0.31041], [0.20805, 2.67111, -1.69381], [0.43608, 3.72150, -1.44929], [-0.83971, 2.63861, -2.02289], [0.83338, 2.39659, -2.55415], [-0.70464, -2.56611, -4.11240], [-0.19494, -1.61769, -5.24936], [-0.71428, -0.21825, -5.61813], [-2.09334, 0.16832, -5.10277], [-2.21550, 0.42695, -3.54979], [-3.34965, -0.44788, -2.89661], [-3.28545, -2.01034, -2.84350], [-2.33075, -2.75182, -3.83950], [-0.77726, -0.23581, -6.72401], [-2.85320, -0.55964, -5.42310], [0.03085, 0.57043, -5.41083], [-2.74662, -2.64501, -4.84862], [-0.57895, -3.57688, -4.55967], [-0.15217, -2.20490, -6.18280], [-2.42669, -3.81770, -3.58350], [-3.18491, -2.40258, -1.79420], [-4.21393, -0.27173, -3.55859], [-4.28260, -2.36172, -3.13417], [-2.37743, 1.11932, -5.58886], [-2.64943, 1.43505, -3.46803], [1.55693, -1.80723, -4.63237], [2.77929, -2.87254, -5.36151], [2.25821, -0.20220, -4.27279], [-4.43286, 0.52340, -1.40103], [0.57439, -2.41987, -3.23238], [-5.26693, 1.89078, -2.30276], [-5.75572, -0.72233, -1.25746], [2.95079, -3.73653, -4.69574], [3.71863, -2.30068, -5.44414], [2.46399, -3.20479, -6.36515], [1.55156, 0.63246, -4.36918], [3.07222, -0.01734, -4.99671], [2.64919, -0.17895, -3.24665], [-6.11490, -1.04447, -2.24146], [-6.57694, -0.26537, -0.68967], [-5.37805, -1.58333, -0.68880], [0.84389, -3.24483, -2.55092], [-1.20113, 0.68027, -3.08803], [-5.19207, 2.78859, -1.65294], [-6.32927, 1.66743, -2.47202], [-4.75720, 2.10086, -3.25580], [-1.71450, -4.04511, -0.43044], [-1.38332, -2.69763, -0.30002], [-2.29126, -2.21672, 0.66201], [-0.16296, -2.71738, 0.38762]],
  "forces_ev_per_a": [[4.1847, 0.9534, 6.8107], [-0.4779, -0.4672, 0.7012], [1.2523, -0.8302, -0.0555], [-2.2687, 1.6070, -1.2403], [0.8742, 0.7931, -1.7151], [0.3167, -1.6883, 2.0522], [0.6262, -0.0131, -0.1910], [0.1024, -0.0663, 0.0708], [0.0983, 0.1498, -0.0442], [-0.1203, -0.0826, -0.2256], [0.4390, -0.1990, 0.1409], [-0.1122, -0.0673, 0.1277], [-0.0231, 0.2148, 0.0447], [0.0181, -0.0985, -0.1818], [-0.2742, -0.2455, 0.4498], [-0.1760, 0.0080, -0.0667], [0.1187, 0.1393, 0.0774], [0.1305, -0.1549, 0.0261], [-0.5354, 0.4354, 0.0354], [-0.0380, -0.1896, -0.0711], [0.0177, 0.1129, -0.2410], [0.1145, 0.0838, 0.3295], [-0.0964, 0.4476, -0.4826], [-0.0746, -0.1968, -0.0654], [0.1580, 0.1101, 0.1610], [-0.0597, 0.1070, 0.1741], [0.4850, -3.1627, -3.0731], [0.8127, -0.7290, -1.6682], [0.2422, 0.0483, -0.8910], [-0.1454, 0.5047, 0.3426], [-1.8894, 2.5370, -1.9313], [-2.9483, 1.5916, -0.2321], [-1.3296, -0.5741, 0.2261], [0.0425, -0.8085, -0.6766], [-0.0270, 0.2147, 0.4991], [0.3051, 0.1884, 0.1520], [-0.5146, -0.2916, 0.1549], [0.1122, -0.0517, 0.1560], [-0.4898, 0.6078, 0.0527], [-0.6713, 0.1438, 0.1960], [0.0719, 0.3872, 0.0386], [0.1000, 0.1957, -0.7958], [0.7315, 0.0269, -0.4096], [0.1657, 0.0408, -0.0173], [0.1898, -0.4544, 0.0840], [0.0555, -0.2103, -0.0473], [-2.7955, 0.5695, 3.5334], [0.5695, -0.2989, -0.6399], [1.1214, 0.4799, -0.4695], [1.6795, -1.0361, 0.3413], [1.2723, -0.3611, -0.5176], [0.0969, 0.1942, -0.1320], [0.0125, -0.2095, -0.1377], [-0.2014, 0.3584, -0.3793], [-0.3295, -0.2937, -0.0946], [0.2264, -0.0076, 0.4051], [0.0561, -0.4810, 0.1377], [-0.1496, 0.1234, 0.4095], [-0.0144, -0.1299, -0.3202], [-0.1949, -0.0217, 0.1924], [0.1613, -0.1618, -0.1577], [-0.1777, 0.2117, -0.1495], [-0.0048, 0.3451, -0.3594], [-0.9408, -0.0243, -0.2972], [-0.0204, -0.5124, -0.4978], [0.3259, 0.0655, -0.1341], [-0.3184, 0.0868, 0.2045], [0.0913, 0.5833, 0.0169], [0.2177, -0.1441, 1.0978], [0.4082, -0.3537, -0.5342], [-0.5855, -0.0496, -0.2983]],
  "multiplicity": 8,
  "e_tot_ha": -2686.505002,
  "e_lumo_ha": [-0.11265, -0.09522],
  "relative_energy_kj_mol": 203.6,
  "charge": 1,
  "e_homo_ev": [-8.1, -9.0],
  "s_squared": 16.722
}

---

(6)
{
  "formula": "CH5NS2",
  "method": "wB97M-V/def2-TZVPD",
  "species": ["N", "S", "H", "H", "H", "C", "S", "H", "H"],
  "xyz": [[1.71850, -0.44025, 1.17273], [2.76211, 0.58279, -0.02782], [0.96313, 0.16250, 1.61128], [1.43365, -1.25823, 0.54674], [2.29136, -0.84954, 1.98379], [-1.94732, 0.86008, -0.51104], [-1.44236, -0.44097, 0.39785], [-2.00695, 0.82113, -1.50156], [-2.42102, 1.75214, 0.06613]],
  "forces_ev_per_a": [[0.7968, -0.8674, 0.5520], [-0.3765, -0.3049, 0.6989], [0.8115, -1.3648, -1.1088], [-0.2578, 1.6700, 1.5246], [-0.9276, 0.8826, -1.6590], [-0.4740, -0.4480, 6.8866], [-0.6322, 1.8595, -1.4461], [-0.0125, -0.0012, -4.1270], [1.0723, -1.4259, -1.3212]],
  "smiles": "[NH3+][S-].C=S",
  "e_tot_ha": -892.118394,
  "e_lumo_ha": -0.04124,
  "relative_energy_kj_mol": 246.8,
  "e_homo_ev": -7.8
}